No. 1
{"formula": "C3H4F2O", "method": "wB97M-V/def2-TZVPD", "energy_ha": -391.6277, "orbital_gap_ev": 10.54, "de_lowest_kj_mol": 118.5, "spin_multiplicity": 1, "species": ["C", "C", "C", "H", "H", "H", "H", "O", "F", "F"], "coordinates": [[0.39937, -1.11563, 0.32701], [-0.66359, -0.11172, 0.02226], [-0.47909, 1.18051, -0.05174], [1.98307, -0.10796, -0.12761], [0.49189, -1.06241, 1.41762], [0.03706, -2.07600, 0.09474], [-1.20902, 1.98129, -0.26348], [1.60627, -0.97140, -0.33890], [-1.84894, -0.59867, -0.12276], [0.77191, 1.63393, 0.10107]], "forces_ev_per_angstrom": [[-0.114, 0.840, 1.016], [1.772, 0.482, -0.154], [-0.784, 1.241, -0.452], [-0.056, -0.152, -0.074], [0.411, -0.243, 0.158], [-0.601, -1.207, -0.343], [0.402, -0.763, 0.160], [0.709, 0.339, -0.298], [-2.553, -1.060, -0.253], [0.814, 0.525, 0.240]]}

=====

No. 2
{"formula": "C3H8N4", "method": "wB97M-V/def2-TZVPD", "energy_ha": -337.9117, "orbital_gap_ev": [6.46, 9.11], "de_lowest_kj_mol": 84.6, "spin_multiplicity": 3, "s_squared": 2.0104, "species": ["C", "C", "C", "N", "N", "N", "N", "H", "H", "H", "H", "H", "H", "H", "H"], "coordinates": [[0.58021, -1.91375, 0.77184], [-0.70722, 1.22016, -1.20852], [-0.21955, 1.41179, 0.21573], [1.13462, -1.74704, -0.65265], [1.37167, -0.66805, -0.99757], [0.04691, -0.65358, 1.06655], [0.74838, 0.35374, 0.56777], [-0.19170, -2.69912, 0.83047], [1.44953, -2.11086, 1.54891], [-0.92626, 0.18468, -1.40452], [-1.48804, 1.95349, -1.32291], [0.06583, 1.56147, -1.92706], [0.26680, 2.30737, 0.43820], [-1.16074, 1.39576, 0.92525], [-0.97045, -0.59605, 1.14851]], "forces_ev_per_angstrom": [[2.446, -0.938, 1.492], [1.397, 1.636, -0.289], [-1.007, -1.843, 1.698], [-0.977, -2.237, 0.122], [2.513, -1.018, -3.333], [-1.205, 0.428, 0.766], [-3.191, 2.880, 2.875], [0.635, 0.257, -0.317], [-1.367, -0.149, -1.606], [-0.619, -0.129, -0.175], [-0.909, -0.306, -0.366], [-0.230, -0.504, 0.387], [0.627, 1.778, -0.225], [1.530, -0.145, -0.970], [0.356, 0.291, -0.059]]}

=====

No. 3
{"formula": "C15H16CeClN", "method": "wB97M-V/def2-TZVPD", "energy_ha": -1571.2150, "orbital_gap_ev": [5.41, 5.42], "spin_multiplicity": 2, "s_squared": 0.7513, "charge": -1, "species": ["C", "C", "C", "C", "C", "Ce", "C", "C", "C", "N", "H", "H", "H", "H", "H", "H", "H", "H", "H", "H", "Cl", "C", "C", "C", "C", "C", "C", "C", "H", "H", "H", "H", "H", "H"], "coordinates": [[-0.87271, -0.63860, -3.15826], [0.33391, 0.14043, -3.22239], [0.06949, 1.41910, -2.63518], [-1.30244, 1.43347, -2.20932], [-1.88295, 0.16133, -2.53158], [-0.01910, -0.29803, -0.61820], [2.30629, -0.93442, -0.94853], [1.66238, -2.25573, -1.22809], [2.08109, -3.07249, -2.28461], [0.54636, -2.48879, -0.49495], [0.77436, 2.24664, -2.57154], [1.27026, -0.17581, -3.68480], [-1.82421, 2.28034, -1.75499], [-2.92245, -0.13656, -2.36700], [-1.00175, -1.64624, -3.56397], [2.91422, -0.51864, -1.74917], [0.21493, -3.44828, -0.39929], [2.66195, -0.78123, 0.08603], [2.91304, -2.71527, -2.88363], [1.56425, -4.01209, -2.47467], [1.17245, -1.04499, 2.50528], [0.05836, 0.16415, 3.01539], [-0.58371, 0.02656, 4.23853], [-1.66752, 0.86788, 4.55089], [-2.09331, 1.81955, 3.62187], [-1.41713, 1.99566, 2.42113], [-0.24054, 1.24419, 2.12971], [0.54621, 1.50634, 0.94393], [-0.25692, -0.73323, 4.94579], [-2.17791, 0.75186, 5.50530], [-2.95954, 2.44432, 3.84282], [-1.75074, 2.73729, 1.69126], [0.25641, 2.35430, 0.31187], [1.62697, 1.30701, 0.97035]], "forces_ev_per_angstrom": [[0.110, 0.958, -0.290], [-0.896, 0.360, -0.317], [-0.977, -0.371, -0.780], [0.253, -0.130, -0.868], [0.647, 0.316, -0.428], [-0.686, -0.898, 1.217], [-0.571, -0.098, -0.248], [1.999, -1.116, -2.052], [-0.296, 1.036, 1.173], [-0.863, -0.944, 1.694], [-0.182, -0.274, 0.117], [-0.357, 0.034, 0.355], [0.238, -0.373, -0.080], [0.438, 0.130, 0.015], [0.151, 0.397, 0.351], [0.304, -0.264, 0.232], [0.352, 0.292, -0.568], [-0.005, -0.219, -0.515], [0.060, -0.479, 0.056], [0.081, 0.217, -0.269], [0.577, -0.144, 0.039], [-0.872, 0.775, 0.433], [-0.534, 0.457, -0.149], [0.378, -0.265, 0.131], [0.013, -0.053, -0.254], [0.134, -0.327, 0.438], [0.454, 0.397, -0.877], [0.040, 0.732, 1.086], [-0.112, 0.031, -0.232], [0.104, 0.055, -0.188], [0.150, -0.165, -0.038], [0.180, -0.114, 0.286], [0.099, 0.046, 0.472], [-0.412, 0.001, 0.058]]}

=====

No. 4
{"formula": "C24H31NO3", "method": "wB97M-V/def2-TZVPD", "energy_ha": -1213.5563, "orbital_gap_ev": 8.63, "de_lowest_kj_mol": 187.8, "spin_multiplicity": 1, "species": ["C", "H", "O", "C", "C", "C", "C", "C", "C", "H", "H", "C", "H", "H", "C", "C", "C", "N", "C", "C", "H", "H", "H", "H", "C", "C", "C", "C", "C", "C", "C", "C", "C", "O", "C", "H", "H", "H", "H", "H", "H", "H", "H", "H", "H", "H", "H", "H", "H", "H", "C", "O", "H", "H", "H", "H", "H", "H", "H"], "coordinates": [[7.08938, 2.10564, 0.31784], [7.14701, 2.39960, -0.73559], [5.81917, 2.36699, 0.85925], [4.73835, 1.73245, 0.31564], [3.50298, 2.03809, 0.88601], [2.35072, 1.44768, 0.41320], [2.38922, 0.53484, -0.63608], [3.62063, 0.25057, -1.20857], [4.78714, 0.83442, -0.74321], [5.72273, 0.58293, -1.21800], [3.67264, -0.44041, -2.03696], [1.13700, -0.12352, -1.13782], [1.22241, -0.27795, -2.21553], [0.28417, 0.53428, -0.95345], [0.84364, -1.49798, -0.48413], [0.78478, -1.35354, 1.04217], [0.20519, -2.59345, 1.73973], [-1.07395, -3.03755, 1.23153], [-1.04679, -3.19735, -0.20464], [-0.53327, -1.97398, -0.97689], [-0.49925, -2.21081, -2.04396], [-1.24559, -1.15749, -0.84906], [-2.05495, -3.44431, -0.54555], [-0.40595, -4.06253, -0.41539], [-2.25633, -2.40796, 1.80128], [-2.37138, -0.92103, 1.61984], [-3.11776, -0.34673, 0.67859], [-3.19134, 1.08130, 0.40100], [-2.17639, 1.96276, 0.75925], [-2.24993, 3.31035, 0.46088], [-3.35552, 3.79996, -0.20874], [-4.38087, 2.94701, -0.58374], [-4.30962, 1.59203, -0.29080], [-5.27471, 0.68539, -0.62192], [-6.41733, 1.13281, -1.30628], [-6.98048, 1.86329, -0.71633], [-6.16246, 1.56850, -2.27812], [-7.03250, 0.24730, -1.46069], [-5.23211, 3.35294, -1.10748], [-3.42663, 4.85042, -0.44839], [-1.44652, 3.97314, 0.74453], [-1.30595, 1.57995, 1.27014], [-3.74681, -0.96385, 0.05003], [-1.78690, -0.31861, 2.30145], [-2.24618, -2.64160, 2.87207], [-3.12316, -2.90206, 1.35355], [0.10107, -2.39373, 2.80873], [0.90507, -3.42964, 1.62763], [0.15855, -0.49194, 1.27270], [1.78395, -1.15779, 1.43588], [1.95777, -2.49093, -0.87197], [2.17946, -2.59685, -2.25876], [1.37445, -2.92717, -2.67212], [1.74263, -3.48165, -0.45173], [2.90538, -2.14513, -0.45275], [1.40317, 1.70916, 0.86140], [3.47511, 2.74671, 1.69895], [7.35947, 1.04863, 0.41426], [7.78736, 2.70840, 0.89714]], "forces_ev_per_angstrom": [[0.198, -0.048, -0.094], [-0.002, -0.029, 0.038], [-0.362, 0.007, 0.068], [-0.109, 0.013, 0.043], [0.225, 0.051, 0.047], [0.163, 0.009, -0.042], [-0.054, 0.012, -0.212], [-0.168, 0.066, 0.099], [0.368, 0.136, 0.103], [0.101, 0.007, -0.018], [-0.013, -0.092, -0.108], [0.046, -0.240, 0.068], [-0.106, 0.057, -0.004], [-0.067, -0.018, -0.018], [0.036, 0.143, -0.209], [-0.012, -0.334, -0.053], [0.149, 0.062, 0.038], [-0.081, -0.107, 0.097], [-0.011, 0.070, -0.211], [0.101, -0.173, 0.179], [-0.028, 0.050, -0.111], [0.069, -0.002, -0.126], [0.029, -0.078, -0.016], [-0.068, -0.012, -0.105], [0.085, -0.118, 0.003], [-0.291, 0.015, -0.142], [-0.011, -0.324, 0.348], [-0.173, 0.346, -0.186], [-0.163, -0.087, -0.088], [0.030, 0.180, 0.027], [0.085, -0.013, 0.047], [-0.258, -0.071, -0.135], [0.214, -0.025, 0.129], [0.394, -0.005, 0.215], [-0.230, 0.084, -0.147], [0.039, -0.020, -0.032], [-0.008, -0.006, 0.055], [0.010, 0.098, -0.015], [-0.085, -0.006, -0.041], [-0.008, 0.079, -0.026], [0.070, 0.054, 0.022], [0.110, -0.089, 0.043], [0.007, -0.181, -0.025], [0.075, 0.191, 0.057], [-0.108, 0.008, -0.068], [-0.022, 0.039, 0.078], [0.054, -0.062, 0.030], [0.048, 0.052, 0.104], [0.035, 0.129, 0.047], [0.035, 0.080, 0.044], [-0.202, 0.025, 0.554], [-0.072, -0.044, -0.487], [0.084, -0.001, -0.019], [0.084, 0.098, 0.028], [-0.078, -0.063, 0.069], [-0.130, 0.019, 0.050], [-0.003, 0.092, 0.099], [-0.014, 0.040, -0.021], [-0.008, -0.062, -0.072]]}